{"formula": "C54H42F15Ge3IrN4O2S", "method": "ωB97M-V/def2-TZVPD", "e_homo_ev": [-13.6, -14.6], "lumo_energy_ev": [-7.48, -10.22], "total_charge": 3, "gap_ha": [0.2253, 0.1614], "s_squared": 8.85, "spin_multiplicity": 6, "species": ["Ir", "C", "C", "Ge", "C", "C", "C", "C", "Ge", "C", "C", "C", "C", "C", "C", "C", "C", "C", "C", "H", "H", "H", "H", "H", "H", "H", "H", "H", "H", "H", "H", "H", "H", "H", "H", "H", "H", "H", "H", "H", "H", "H", "H", "H", "H", "C", "O", "C", "C", "C", "C", "C", "C", "C", "N", "C", "C", "N", "C", "C", "C", "C", "N", "C", "C", "N", "C", "C", "C", "C", "H", "H", "H", "H", "H", "H", "H", "H", "H", "H", "H", "H", "H", "H", "O", "H", "H", "F", "C", "C", "C", "F", "C", "F", "C", "F", "C", "F", "Ge", "S", "C", "C", "F", "C", "F", "C", "F", "C", "F", "C", "F", "C", "C", "F", "C", "F", "C", "F", "C", "F", "C", "F"], "xyz": [[0.0847, 0.0914, 0.3962], [-4.2518, 1.5124, 2.8614], [-2.8401, 1.0511, 2.5875], [-2.2314, 1.0418, 0.6108], [-2.3942, 2.9424, -0.1569], [-3.8177, 3.4600, -0.1857], [-3.5852, -0.0796, -0.2845], [-3.2991, -1.1088, -1.1030], [-1.3000, -1.5685, -1.2683], [-0.5761, -3.4386, -0.7834], [-1.2358, -4.6873, -1.3386], [-0.7197, -0.9457, -3.1663], [-1.1148, -1.9003, -4.2777], [-4.2595, -1.8278, -1.8998], [-5.6264, -1.4804, -1.9465], [-6.5077, -2.2105, -2.7117], [-6.0608, -3.2810, -3.4859], [-4.7147, -3.6407, -3.4526], [-3.8365, -2.9206, -2.6751], [-4.4625, 1.4046, 3.9264], [-4.9853, 0.9213, 2.3197], [-4.3928, 2.5597, 2.6132], [-2.7140, 0.0170, 2.9079], [-2.1278, 1.6696, 3.1331], [-1.9903, 2.9158, -1.1693], [-1.7634, 3.6004, 0.4396], [-4.4622, 2.8289, -0.7919], [-3.8240, 4.4627, -0.6102], [-4.2402, 3.5286, 0.8109], [-4.6125, 0.1578, -0.0387], [-0.6231, -3.4629, 0.3008], [0.4738, -3.4270, -1.0783], [-2.2980, -4.7225, -1.1121], [-0.7684, -5.5508, -0.8667], [-1.0948, -4.7887, -2.4117], [0.3642, -0.8392, -3.1391], [-1.1538, 0.0381, -3.3446], [-0.7691, -2.9152, -4.0876], [-0.6494, -1.5726, -5.2051], [-2.1919, -1.9045, -4.4306], [-5.9884, -0.6473, -1.3665], [-7.5567, -1.9507, -2.7159], [-6.7555, -3.8191, -4.1146], [-4.3620, -4.4713, -4.0454], [-2.7889, -3.1826, -2.6463], [9.0971, 7.3986, -7.2008], [8.2132, 7.8082, -6.1802], [7.3818, 6.9932, -5.5855], [7.2512, 5.6047, -5.8362], [6.3301, 4.8717, -5.1389], [5.5038, 5.4716, -4.1598], [5.6314, 6.8548, -3.9131], [6.5474, 7.5949, -4.6026], [4.6035, 4.6367, -3.4268], [4.5008, 3.3277, -3.6036], [3.6179, 2.8886, -2.6969], [3.1415, 3.9709, -1.9237], [3.7799, 5.0626, -2.4090], [2.2474, 3.7926, -0.8379], [1.8331, 4.7962, 0.0516], [1.0462, 4.4543, 1.1294], [0.6465, 3.1276, 1.2816], [0.9781, 2.1789, 0.4234], [1.7933, 2.4681, -0.6058], [2.2607, 1.3616, -1.4012], [1.8260, 0.1313, -1.0653], [2.3465, -0.9185, -1.6773], [3.2981, -0.8224, -2.6907], [3.7308, 0.4266, -3.0815], [3.2089, 1.5489, -2.4313], [9.6261, 8.2990, -7.5138], [8.5526, 6.9752, -8.0499], [9.8167, 6.6606, -6.8334], [7.8808, 5.1187, -6.5648], [6.2193, 3.8138, -5.3194], [5.0126, 7.3539, -3.1828], [6.6727, 8.6514, -4.4276], [3.6844, 6.0128, -2.0855], [2.1465, 5.8200, -0.0877], [0.7327, 5.1919, 1.8504], [0.0512, 2.8187, 2.1309], [2.0061, -1.8865, -1.3384], [3.6800, -1.7165, -3.1537], [4.4733, 0.5680, -3.8502], [2.2288, -0.0675, 1.8761], [2.7074, -0.8972, 1.9574], [2.2508, 0.3654, 2.7339], [0.5255, -4.5995, 2.1712], [1.1347, -4.5658, 3.3770], [0.5450, -3.7767, 4.3445], [1.1221, -3.7384, 5.6006], [0.5320, -2.9938, 6.5358], [2.2929, -4.4421, 5.8767], [2.8426, -4.3821, 7.0775], [2.8985, -5.1964, 4.8664], [4.0354, -5.8268, 5.0947], [2.3043, -5.2722, 3.6033], [2.8550, -5.9843, 2.6268], [-1.0743, -2.7609, 3.8131], [-0.5606, -1.5124, 2.0189], [-2.4264, -4.0750, 3.1713], [-3.1678, -4.0424, 2.0081], [-3.0154, -3.0157, 1.1413], [-4.0583, -5.0561, 1.6832], [-4.7281, -4.9846, 0.5312], [-4.2170, -6.1422, 2.5430], [-5.0555, -7.1121, 2.2286], [-3.4686, -6.2012, 3.7250], [-3.5814, -7.2364, 4.5372], [-2.5947, -5.1609, 4.0150], [-1.8548, -5.1604, 5.1326], [-1.8128, -1.6291, 5.2651], [-1.0129, -0.6088, 5.7410], [0.1869, -0.4658, 5.1388], [-1.4315, 0.2544, 6.7402], [-0.6439, 1.2387, 7.1540], [-2.7113, 0.0867, 7.2798], [-3.1434, 0.9117, 8.2148], [-3.5411, -0.9334, 6.8055], [-4.7637, -1.0767, 7.2903], [-3.0786, -1.7781, 5.7998], [-3.8666, -2.7318, 5.2912]], "lowdin_charge": [0.743, -0.151, -0.354, 0.809, -0.347, -0.159, -0.157, -0.282, 0.961, -0.354, -0.148, -0.332, -0.163, -0.192, 0.028, -0.014, 0.022, -0.004, -0.029, 0.079, 0.068, 0.056, 0.004, 0.055, 0.054, 0.036, 0.068, 0.082, 0.051, 0.071, -0.031, 0.049, 0.056, 0.088, 0.068, 0.020, 0.061, 0.068, 0.082, 0.060, 0.119, 0.127, 0.133, 0.130, 0.059, -0.007, 0.024, -0.211, 0.058, 0.041, -0.094, 0.024, 0.075, -0.227, 0.222, -0.138, -0.086, 0.212, -0.049, 0.046, 0.002, -0.112, -0.016, -0.123, -0.131, -0.016, -0.117, 0.007, 0.054, -0.053, 0.117, 0.116, 0.117, 0.130, 0.129, 0.122, 0.145, 0.168, 0.128, 0.129, 0.122, 0.108, 0.127, 0.133, -0.134, 0.058, 0.058, 0.054, -0.225, -0.138, -0.209, 0.116, -0.124, 0.156, -0.113, 0.167, -0.132, 0.140, 0.867, 0.358, -0.134, -0.210, 0.027, -0.130, 0.119, -0.111, 0.167, -0.120, 0.162, -0.221, 0.105, -0.141, -0.243, 0.060, -0.130, 0.142, -0.111, 0.168, -0.127, 0.154, -0.204, 0.110]}

{"formula": "C54H43BrCl2N5O5S3Sm", "method": "ωB97M-V/def2-TZVPD", "e_homo_ev": [-5.3, -5.3], "e_above_lowest_ev": 1.1848, "lumo_energy_ev": [-0.45, -0.45], "gap_ha": [0.1798, 0.1794], "s_squared": 8.77, "spin_multiplicity": 6, "species": ["Sm", "N", "S", "N", "S", "N", "S", "N", "C", "C", "C", "C", "C", "C", "C", "C", "C", "C", "C", "C", "C", "C", "C", "C", "C", "C", "C", "C", "C", "C", "C", "C", "C", "C", "C", "C", "C", "C", "C", "C", "C", "C", "C", "C", "H", "H", "H", "H", "H", "H", "H", "H", "H", "H", "H", "H", "H", "H", "H", "H", "H", "H", "H", "H", "H", "H", "H", "H", "H", "H", "H", "H", "H", "H", "C", "C", "O", "H", "H", "H", "Br", "C", "C", "C", "C", "C", "C", "C", "O", "O", "H", "H", "H", "H", "N", "C", "C", "C", "C", "C", "C", "C", "H", "H", "H", "H", "H", "Cl", "C", "Cl", "C", "O", "O", "H"], "xyz": [[-1.4943, -0.1112, -1.5930], [-1.1183, 0.3109, 0.7045], [-0.6179, 0.1322, 2.0565], [0.9207, 0.6212, 2.4473], [2.2266, -0.2008, 2.2159], [2.6183, -0.8699, 0.8709], [2.1223, -0.3075, -0.6086], [0.7550, -0.5687, -0.9955], [2.6346, 1.4297, -0.4912], [3.9585, 1.8239, -0.6152], [4.2877, 3.1574, -0.4232], [3.2975, 4.0796, -0.1152], [1.9755, 3.6734, 0.0009], [1.6377, 2.3408, -0.1863], [3.3971, -1.0647, -1.6199], [4.6347, -1.4380, -1.1210], [5.5706, -1.9784, -1.9900], [5.2562, -2.1459, -3.3325], [4.0038, -1.7848, -3.8120], [3.0627, -1.2389, -2.9530], [3.4767, 0.9995, 2.6013], [4.7984, 0.5679, 2.4838], [5.8239, 1.4641, 2.7111], [5.5369, 2.7821, 3.0658], [4.2177, 3.1936, 3.2061], [3.1787, 2.3072, 2.9717], [2.4912, -1.4716, 3.3913], [2.4828, -1.1383, 4.7593], [2.7443, -2.1252, 5.6876], [3.0157, -3.4331, 5.2794], [3.0409, -3.7483, 3.9156], [2.7812, -2.7827, 2.9674], [-0.7174, -1.5238, 2.7424], [-0.8332, -1.7455, 4.1086], [-0.9545, -3.0502, 4.5587], [-0.9546, -4.1033, 3.6540], [-0.8136, -3.8671, 2.2917], [-0.6909, -2.5663, 1.8312], [-1.5426, 1.1657, 3.1943], [-1.1536, 2.4829, 3.3757], [-1.9978, 3.3541, 4.0459], [-3.2229, 2.9069, 4.5215], [-3.6076, 1.5874, 4.3247], [-2.7727, 0.7130, 3.6472], [4.7211, 1.1031, -0.8728], [5.3182, 3.4746, -0.5129], [3.5577, 5.1203, 0.0310], [1.2017, 4.3941, 0.2375], [0.6173, 1.9896, -0.0915], [4.8455, -1.3219, -0.0662], [6.5434, -2.2732, -1.6189], [5.9886, -2.5738, -4.0049], [3.7613, -1.9375, -4.8556], [2.0662, -0.9583, -3.2794], [4.9931, -0.4664, 2.2256], [6.8525, 1.1387, 2.6232], [6.3442, 3.4823, 3.2385], [4.0002, 4.2153, 3.4921], [2.1415, 2.5996, 3.0636], [2.2854, -0.1172, 5.0679], [2.7422, -1.8795, 6.7426], [3.2098, -4.2016, 6.0170], [3.2540, -4.7609, 3.5959], [2.8013, -2.9991, 1.9091], [-0.8358, -0.9147, 4.8031], [-1.0541, -3.2448, 5.6184], [-1.0602, -5.1185, 4.0154], [-0.8228, -4.6790, 1.5773], [-0.5751, -2.3487, 0.7750], [-0.1965, 2.8059, 2.9849], [-1.7052, 4.3864, 4.1872], [-3.8806, 3.5894, 5.0440], [-4.5658, 1.2423, 4.6907], [-3.0743, -0.3126, 3.4699], [-0.2370, 3.2638, -2.7848], [-1.1552, 2.2776, -2.0783], [-1.6371, 2.5984, -1.0424], [-0.1729, 4.1938, -2.2277], [-0.6165, 3.4448, -3.7913], [0.7424, 2.7949, -2.8832], [-0.6144, 0.1574, -10.4406], [-0.7539, 0.0378, -8.5495], [0.4038, -0.0198, -7.7904], [0.2954, -0.0928, -6.4121], [-0.9548, -0.1172, -5.8043], [-2.1026, -0.0705, -6.5856], [-2.0092, 0.0136, -7.9650], [-1.0578, -0.1654, -4.3052], [-2.1982, -0.3407, -3.7836], [-0.0180, 0.0043, -3.6261], [1.3710, -0.0062, -8.2730], [1.1782, -0.1284, -5.7877], [-3.0655, -0.1001, -6.0931], [-2.8950, 0.0583, -8.5831], [-3.8528, 0.8795, -1.4579], [-4.9913, 0.7498, -1.4517], [-6.3999, 0.5624, -1.4628], [-7.0428, -0.0019, -0.3595], [-8.4141, -0.1728, -0.3853], [-9.1472, 0.2032, -1.5034], [-8.5050, 0.7508, -2.6062], [-7.1348, 0.9314, -2.5916], [-6.4634, -0.3058, 0.5024], [-8.9181, -0.6015, 0.4702], [-10.2199, 0.0650, -1.5215], [-9.0711, 1.0416, -3.4806], [-6.6238, 1.3559, -3.4456], [-4.1495, -2.1835, -2.2120], [-3.5545, -2.8645, -0.6855], [-3.4629, -1.5311, 0.5028], [-2.0728, -3.3591, -0.9580], [-1.8135, -4.4952, -0.6116], [-1.3660, -2.4675, -1.5054], [-4.2302, -3.6235, -0.3133]], "lowdin_charge": [1.481, -0.398, 0.754, -0.343, 0.880, -0.356, 0.786, -0.347, -0.279, -0.061, -0.073, -0.077, -0.061, -0.085, -0.297, -0.091, -0.075, -0.074, -0.055, -0.035, -0.301, -0.066, -0.061, -0.062, -0.063, -0.053, -0.309, -0.058, -0.068, -0.052, -0.057, -0.047, -0.331, -0.088, -0.072, -0.062, -0.043, -0.088, -0.296, -0.060, -0.067, -0.076, -0.067, -0.076, 0.104, 0.108, 0.107, 0.116, 0.073, 0.090, 0.104, 0.105, 0.109, 0.094, 0.112, 0.110, 0.109, 0.114, 0.096, 0.123, 0.110, 0.108, 0.113, 0.112, 0.117, 0.106, 0.106, 0.105, 0.085, 0.095, 0.107, 0.105, 0.107, 0.106, -0.097, -0.531, -0.118, 0.053, 0.065, 0.059, 0.711, -0.691, -0.124, -0.009, -0.117, -0.008, -0.122, -0.623, -0.187, -0.111, 0.097, 0.112, 0.119, 0.098, 0.129, -0.165, -0.220, -0.023, -0.071, -0.073, -0.071, -0.017, 0.108, 0.106, 0.105, 0.107, 0.125, 0.687, -0.887, 0.665, -0.795, 0.038, -0.216, 0.066]}